A | The following is a quantum chemistry calculation of 3 unconnected molecules or ions with the total composition C6H16N, from the OMol25 dataset.

Last column: Mulliken charge in e.
Geometry (Å):
C -1.036 0.061 -2.160  -1.174
C -0.043 -0.194 -1.075  -0.434
C -0.237 -0.725 0.178  0.047
C 0.390 -2.342 -0.957  -0.846
C -1.502 -1.192 0.913  -0.591
C -1.504 -2.447 1.789  -1.055
N 3.332 5.856 0.944  -0.668
H -0.717 -0.391 -3.095  0.371
H -2.111 -0.181 -2.160  0.343
H -0.971 1.132 -2.301  0.398
H 0.981 -0.033 -1.372  0.534
H 0.461 -0.655 0.990  0.531
H 0.703 -2.139 -1.991  0.439
H 1.114 -2.396 -0.155  0.412
H -0.636 -2.690 -0.924  0.336
H -1.743 -0.420 1.682  0.405
H -2.400 -1.170 0.304  0.323
H -2.333 -2.524 2.510  0.372
H -1.593 -3.377 1.228  0.312
H -0.526 -2.366 2.299  0.277
H 4.090 6.193 1.553  0.236
H 3.126 4.938 1.349  0.206
H 2.555 6.301 1.451  0.227

Calculated values
Orbital gap ... 0.293 hartree
Total charge ... +1
Lowest unoccupied orbital energy ... -4.6510 eV

=====

B | The following is a quantum chemistry calculation of 3 unconnected molecules or ions with the total composition C6H16N, from the OMol25 dataset.

Last column: Mulliken charge in e.
Geometry (Å):
C -1.168 -1.692 0.768  -1.347
C -0.675 -0.365 1.192  -0.067
C 0.596 0.054 0.861  -0.124
C -0.478 1.786 0.619  -1.107
C 1.434 -0.341 -0.315  -0.387
C 2.731 0.540 -0.431  -1.227
N -2.151 -0.117 -1.972  -0.615
H -0.573 -2.080 -0.065  0.330
H -0.963 -2.463 1.518  0.371
H -2.193 -1.757 0.408  0.399
H -1.222 0.152 1.970  0.460
H 1.148 0.725 1.515  0.643
H -0.361 2.016 1.666  0.546
H 0.244 2.227 -0.060  0.343
H -1.474 1.659 0.216  0.460
H 1.833 -1.352 -0.228  0.397
H 0.874 -0.285 -1.247  0.248
H 2.668 1.300 0.346  0.354
H 3.569 -0.085 -0.126  0.356
H 2.934 0.852 -1.448  0.321
H -2.575 0.330 -2.777  0.262
H -1.585 -0.918 -2.221  0.232
H -1.469 0.568 -1.664  0.151

Calculated values
Orbital gap ... 0.323 hartree
Total charge ... +1
Lowest unoccupied orbital energy ... -5.1096 eV

=====

The energy of each structure relative to the most stable one, in eV, is as follows: A 0.200; B 0.000.